1.
# C24H29N3O4S

The molecule C24H29N3O4S (ωB97M-V/def2-TZVPD, the OMol25 dataset).

Last column: Löwdin charge in e.
Cartesian coordinates (Å):
H 0.53188 2.25168 3.83816  0.104
C -1.21432 -2.73490 -1.49059  -0.470
H 1.51899 0.31858 -2.64977  0.124
C -0.79839 -2.09466 2.05874  -0.137
C 3.25041 0.35544 3.25726  -0.093
N 1.19188 2.14548 -0.74786  0.015
C 2.63300 -0.76692 2.74897  -0.020
C 2.50833 1.45705 3.65232  -0.125
H 1.20219 -1.27533 -0.39579  0.100
H -2.08922 3.52275 -0.61944  0.127
H -2.37905 -1.64735 0.66083  0.122
H 0.91610 -3.83789 1.25620  0.130
C -3.07321 -2.56032 -3.12957  -0.198
C -1.58168 2.71636 -0.08108  -0.130
C 0.77118 3.45811 -0.29514  -0.129
N -0.65071 -2.25512 -0.36399  -0.025
H -3.19799 1.13859 -1.54714  0.123
H -0.26692 -0.90384 -3.83986  0.128
C 3.39259 2.40925 0.30843  0.011
H 3.62289 3.28613 -0.29169  0.087
C 0.50712 0.29265 2.99800  -0.040
N 0.63696 -2.00431 2.17149  -0.091
O -0.54541 -3.27094 -2.35739  0.044
C 2.35585 1.53863 -0.36115  -0.458
S -3.17892 -0.79407 -3.57884  0.699
H -0.56827 0.31303 2.90920  0.096
C -1.82825 0.03767 -2.72652  -0.272
C 0.17197 1.42150 -1.40303  -0.132
H -4.05007 -2.97093 -3.36684  0.109
H -0.64790 4.23571 1.14270  0.118
C -0.50870 -0.19745 -3.06317  -0.037
O -2.99831 -0.65021 -4.99771  -0.306
H 1.17802 -2.92846 -1.04658  0.130
H 0.44227 4.03671 -1.16534  0.141
C 0.80084 -2.28371 -0.25297  -0.092
C 1.13292 1.40879 3.52386  -0.111
H -2.31121 2.28754 0.60929  0.121
H -3.15908 -1.76792 -1.16006  0.092
H -0.07544 2.59241 1.46702  0.089
C 1.23823 -2.80023 1.11928  -0.121
C 1.24132 -0.83065 2.60034  -0.218
H 1.59788 3.98089 0.17688  0.110
H -1.06430 -3.15574 2.12170  0.130
H -1.03695 -0.47694 0.63974  0.117
H 3.05578 2.71321 1.29730  0.069
C -1.16827 1.67715 -1.08889  -0.148
O 2.55811 0.35622 -0.55079  0.047
H 4.32596 0.36678 3.35725  0.107
C -0.38899 3.28249 0.68140  -0.148
H 2.99271 2.33039 4.06317  0.100
H 2.32272 -2.76459 1.17167  0.111
H 4.29153 1.80981 0.42515  0.090
H -3.16629 -3.54017 -1.20777  0.136
C 0.48641 0.49303 -2.39762  0.021
C -2.73339 -2.64043 -1.65380  -0.126
C -1.29763 -1.54067 0.71260  -0.107
C -2.15376 0.96554 -1.76037  -0.016
O -4.40463 -0.28856 -3.00857  -0.322
H -2.30288 -3.02427 -3.74062  0.101
H -1.28180 -1.58073 2.88892  0.117
H 3.24584 -1.61223 2.48210  0.105

As for the LUMO energy: 0.019 Ha. As for the SMILES: CC(=O)N1CCCc2cc(S(=O)(=O)CCC(=O)N3CCN(c4ccccc4)CC3)ccc21. The calculation puts the HOMO energy at -7.8652 eV. The value obtained for the energy is -1795.3992 a.u. For the largest force on an atom, the calculation gives 0.01656 Eh/bohr. For the relative energy (zero: lowest compared OMol25 entry of this formula, charge and spin), the calculation gives 1.6114 eV.

2.
# C24H29N3O4S

The molecule C24H29N3O4S (ωB97M-V/def2-TZVPD, the OMol25 dataset).

Last column: Löwdin charge in e.
Cartesian coordinates (Å):
C -1.80085 -2.54470 -2.71627  -0.289
S 0.23811 2.94707 2.33149  0.705
C 3.19631 1.93561 0.93169  0.027
H -1.25339 -3.87539 -1.13388  0.116
C 0.67127 0.97616 -1.60333  -0.012
H -3.69725 0.22964 -2.31029  0.111
C -1.12128 -3.35553 -3.77760  -0.053
C 1.87794 1.70473 4.35681  -0.314
H 1.56381 2.04123 6.41723  0.089
H 1.17361 -2.04282 -0.20580  0.122
C 1.65381 2.14338 3.01901  -0.157
C 1.08945 -0.34515 -1.50470  -0.213
H -2.46315 -2.62409 0.60649  0.114
C -0.10102 0.95269 0.67411  -0.288
H 0.28674 2.67852 5.34222  0.068
H 3.00009 1.02218 0.36995  0.082
O 3.61139 1.15966 3.19965  0.035
N -0.68584 1.66750 1.74402  -0.178
H -0.66103 0.32760 3.40160  0.127
H -0.10066 -3.59598 -3.48692  0.071
H 3.69956 -1.09865 -1.55440  0.078
C -1.78843 -2.97300 -1.39320  -0.045
H -1.10096 -2.82549 -4.72616  0.074
N -3.03165 0.44176 1.13005  0.095
H -4.70113 0.25682 -0.08912  0.124
H 3.86089 -1.25254 -3.30593  0.078
H -2.50076 -1.02029 -4.04535  0.110
C 0.07038 1.61517 -0.53693  -0.018
C 0.87362 -1.00965 -0.30409  -0.023
C 0.97627 1.85800 5.52179  -0.011
H 1.69326 -1.32018 -4.76364  0.083
H -1.65407 -4.29538 -3.92216  0.084
C 0.29213 -0.37666 0.77875  0.000
H 0.80743 1.52051 -2.52388  0.115
H 1.62085 0.36505 -4.26812  0.076
O -2.70122 -1.05858 2.79148  0.070
C -3.92866 -0.38361 0.34296  -0.115
C -3.17982 -1.12507 -0.73595  -0.209
O 0.66879 3.75350 1.23162  -0.265
C -2.42382 -0.01696 2.23727  -0.493
H -0.24559 2.64182 -0.62037  0.114
C 3.31484 -0.75040 -2.51061  -0.058
H -2.66323 1.27522 0.69783  0.140
H 0.21540 -0.68088 -4.03445  0.063
C 1.30087 -0.64119 -4.00993  -0.068
H -4.38674 -1.09446 1.03529  0.128
N 3.04562 1.12660 4.43394  0.115
O -0.52209 3.56660 3.37304  -0.269
H 1.66608 -2.12056 -2.50347  0.125
C 1.81436 -1.04256 -2.62850  -0.382
C 2.78658 1.76779 2.34170  -0.266
H 2.62432 2.74797 0.49157  0.079
H 3.49722 0.31953 -2.58695  0.083
C -3.16140 -0.67117 -2.04573  -0.034
H 0.40500 0.94352 5.67750  0.088
H 0.14250 -0.92757 1.69357  0.123
H -1.82402 1.66435 3.44154  0.133
H 4.26224 2.14616 0.88273  0.099
C -1.35079 0.92431 2.79083  -0.104
C -2.48342 -1.37684 -3.02478  -0.051
C -2.46845 -2.27533 -0.41524  -0.030

As for the LUMO energy: 0.022 Ha. As for the SMILES: Cc1ccc(CNC(=O)CN(c2ccc(C(C)C)cc2)S(=O)(=O)c2c(C)noc2C)cc1. The calculation puts the HOMO energy at -8.9071 eV. The value obtained for the energy is -1795.3541 a.u. For the largest force on an atom, the calculation gives 0.02695 Eh/bohr. For the relative energy (zero: lowest compared OMol25 entry of this formula, charge and spin), the calculation gives 2.8381 eV.

3.
# C24H29N3O4S

The molecule C24H29N3O4S (ωB97M-V/def2-TZVPD, the OMol25 dataset).

Last column: Löwdin charge in e.
Cartesian coordinates (Å):
H -1.90041 3.40009 -0.44633  0.137
H -4.91936 1.96031 -1.15018  0.142
C -1.99862 3.82987 1.60440  -0.109
C -1.95476 0.39053 3.15848  -0.072
H 1.49622 -2.85536 1.64409  0.133
C -0.91611 -0.04194 -0.56969  -0.050
C 0.74354 -3.23293 -0.92724  -0.193
C 2.62415 1.50653 2.29265  -0.081
C -0.04446 0.77389 -2.68765  0.011
H -0.75478 -0.66694 0.29258  0.105
O 2.16827 -1.26553 -2.50183  -0.281
O 1.61849 0.63607 2.76640  -0.092
S 1.63692 -0.79834 -1.24899  0.686
H -2.80186 4.22410 2.23128  0.128
H 3.91556 -3.35557 1.31716  0.121
C -2.06533 0.70577 -0.69572  0.012
H -3.45034 1.85773 2.69336  0.110
H 3.68517 -6.20717 -1.12650  0.076
C -4.24664 2.81260 -1.30361  -0.030
C 0.07185 0.00829 -1.55262  -0.262
C -2.39976 1.61102 2.67784  -0.059
H -1.11761 2.78644 -4.69344  0.104
C -1.48807 2.52651 2.17172  -0.210
H 3.56621 1.05015 2.59251  0.098
C -2.79515 3.03187 -3.32572  -0.055
C 4.01985 -5.27844 -0.66972  -0.071
C 2.07576 -2.31904 0.88453  -0.191
H 0.08648 -3.78938 -0.24894  0.131
H 0.74625 0.76854 -3.42033  0.124
H -1.19753 4.56785 1.52608  0.125
H 2.59527 1.57905 1.20249  0.071
C -0.60939 0.09047 3.15821  -0.016
H 2.25658 -5.02727 0.52929  0.141
H -4.82182 3.60197 -1.79470  0.139
C -3.86153 3.31472 0.10302  -0.488
C -1.18853 1.55867 -2.83224  -0.154
H 4.60219 -4.72544 -1.40303  0.083
C 3.28519 -3.14397 0.45155  -0.143
H -2.66334 -0.32586 3.54684  0.107
O -4.71346 3.43786 0.95540  0.062
N 1.19162 -2.04717 -0.22914  -0.245
C 2.82697 -4.44725 -0.20767  -0.387
H 0.56186 2.93685 1.73900  0.112
H -0.24247 -0.84681 3.54573  0.116
H 1.51763 -5.02549 -1.83581  0.121
H 2.38062 -1.35388 1.28759  0.099
N -3.14299 2.44446 -2.13912  -0.072
C 0.32017 1.01032 2.66653  -0.276
H 0.15846 -2.89588 -1.78547  0.121
H 2.47158 -3.56302 -2.14103  0.106
H -2.83163 0.67461 0.06281  0.114
O 2.44378 0.13108 -0.50473  -0.283
H 2.54326 2.49765 2.74928  0.094
N -2.56334 3.62268 0.28049  0.093
H 4.66579 -5.52106 0.17120  0.076
C -1.62332 2.51669 -3.78894  -0.013
H 3.86420 -2.55730 -0.26519  0.124
C -0.13306 2.22099 2.15007  0.029
C -2.17853 1.52954 -1.81379  -0.188
C 1.90819 -4.11128 -1.38466  -0.153
H -3.42391 3.78650 -3.75856  0.122

As for the LUMO energy: 0.025 Ha. As for the SMILES: COc1cccc(CNC(=O)Cn2ccc3cc(S(=O)(=O)N4CCC(C)CC4)ccc32)c1. The calculation puts the HOMO energy at -8.4529 eV. The value obtained for the energy is -1795.3850 a.u. For the largest force on an atom, the calculation gives 0.02240 Eh/bohr. For the relative energy (zero: lowest compared OMol25 entry of this formula, charge and spin), the calculation gives 1.9977 eV.